No. 1
DFT (the ωB97M-V functional and the def2-TZVPD basis) results for the molecule C20H34N4O2 at a distorted geometry.

Structure (XYZ):
```
60
Properties=species:S:1:pos:R:3
C -0.526 -3.430 0.015
N -0.987 -2.171 0.557
C -0.212 -1.073 0.386
O 0.832 -1.124 -0.242
C -0.695 0.216 1.031
C 0.283 1.351 0.716
C 1.621 1.006 1.256
N 1.904 0.643 2.463
N 3.228 0.374 2.492
C 3.685 0.585 1.300
O 2.711 1.006 0.467
C 5.083 0.341 0.861
C 5.613 1.411 -0.100
C 4.969 1.332 -1.483
C 5.115 -0.067 -2.072
C 4.495 -1.101 -1.137
C 5.183 -1.055 0.222
H 4.740 -1.789 0.898
H 6.242 -1.300 0.103
H 3.428 -0.905 -1.022
H 4.603 -2.101 -1.563
H 4.628 -0.108 -3.049
H 6.175 -0.295 -2.215
H 3.910 1.580 -1.412
H 5.442 2.066 -2.140
H 5.452 2.402 0.331
H 6.691 1.263 -0.202
H 5.681 0.347 1.778
H 0.375 1.490 -0.362
H -0.069 2.278 1.174
H -1.695 0.456 0.666
H -0.720 0.076 2.114
C -2.279 -2.197 1.200
H -2.428 -1.282 1.769
H -2.295 -3.042 1.900
C -3.439 -2.363 0.209
H -4.369 -2.397 0.776
H -3.344 -3.317 -0.313
C -3.490 -1.262 -0.851
N -3.588 0.087 -0.313
C -3.375 1.071 -1.365
C -3.328 2.484 -0.794
C -4.622 2.795 -0.051
C -4.850 1.719 1.004
C -4.856 0.339 0.352
H -5.007 -0.418 1.123
H -5.698 0.273 -0.362
H -4.047 1.758 1.742
H -5.799 1.880 1.518
H -4.567 3.780 0.414
H -5.458 2.800 -0.755
H -2.487 2.566 -0.104
H -3.172 3.194 -1.608
H -2.425 0.844 -1.858
H -4.174 1.012 -2.127
H -2.565 -1.306 -1.433
H -4.329 -1.477 -1.539
H -1.109 -3.728 -0.859
H -0.598 -4.210 0.776
H 0.513 -3.307 -0.284
```

## Properties
ΔE to the lowest compared entry with this formula, charge and spin: 0.469 eV
SMILES: CN(CCCN1CCCCC1)C(=O)CCc1nnc(C2CCCCC2)o1
DFT total energy: -1152.01785 Eh
Highest occupied orbital energy: -8.9002 eV
Gap between HOMO and LUMO: 9.667 eV

No. 2
DFT (the ωB97M-V functional and the def2-TZVPD basis) results for a cluster of 2 separate species, CH3ClFOP in total at a distorted geometry.

Structure (XYZ):
```
8
Properties=species:S:1:pos:R:3
C -0.455 0.548 0.355
O 0.768 0.937 -0.366
F -0.044 -0.759 -1.744
P 1.350 -0.029 -1.396
Cl 0.586 -1.889 1.584
H -0.238 -0.424 0.757
H -1.368 0.393 -0.417
H -0.599 1.224 1.226
```

## Properties
ΔE to the lowest compared entry with this formula, charge and spin: 4.616 eV
DFT total energy: -1016.49298 Eh
Highest occupied orbital energy (spin up / spin down): -8.5921 / -8.6040 eV
Gap between HOMO and LUMO (spin up / spin down): 5.735 / 5.760 eV

No. 3
DFT (the ωB97M-V functional and the def2-TZVPD basis) results for the molecule C3H5NO2.

Structure (XYZ):
```
11
Properties=species:S:1:pos:R:3
O 2.587 -0.069 -0.327
C 1.401 0.053 -0.180
N 0.584 -0.644 0.692
C -0.774 -0.527 0.206
C -0.697 0.903 -0.305
O 0.619 0.934 -0.878
H 0.945 -1.524 1.024
H -0.953 -1.190 -0.653
H -1.518 -0.712 0.981
H -0.736 1.650 0.495
H -1.458 1.126 -1.054
```

## Properties
ΔE to the lowest compared entry with this formula, charge and spin: 0.211 eV
SMILES: O=C1NCCO1
DFT total energy: -322.56659 Eh
Highest occupied orbital energy: -10.1865 eV
Gap between HOMO and LUMO: 10.989 eV

No. 4
DFT (the ωB97M-V functional and the def2-TZVPD basis) results for the molecule C14H21FN2O7S at a distorted geometry.

Structure (XYZ):
```
46
Properties=species:S:1:pos:R:3
O 1.076 2.752 -3.015
O -1.078 -4.907 0.235
O -1.545 -2.670 -0.495
O 0.221 -3.044 0.993
F 3.788 1.019 -3.014
O -0.391 1.990 1.159
O -1.196 0.831 3.587
O 0.666 -4.011 -1.286
C 1.661 1.779 -2.549
C 0.354 -2.167 -2.739
C 2.497 -2.695 -1.864
C 0.842 -0.922 -3.201
C 3.047 -1.521 -2.403
C 1.192 -3.020 -2.039
C 2.146 -0.643 -3.002
N 1.740 1.713 -1.163
C 2.470 0.754 -3.338
C -1.726 2.082 1.675
C -1.822 2.138 3.207
C -0.146 2.735 -0.024
C -2.103 -0.173 3.974
C 1.237 2.743 -0.336
C -2.397 -0.960 2.627
N -1.324 -1.013 1.543
S -0.475 -3.664 -0.156
H -0.660 -2.405 -2.859
H 3.072 -3.329 -1.089
H 0.203 -0.296 -3.753
H 4.046 -1.231 -2.348
H 2.379 1.067 -0.786
H 2.357 0.853 -4.401
H -2.294 1.411 1.293
H -2.155 3.011 1.176
H -1.070 2.957 3.480
H -2.771 2.387 3.727
H -0.447 3.819 0.159
H -0.851 2.480 -0.788
H -3.001 0.261 4.309
H -1.814 -0.862 4.780
H 1.892 2.688 0.512
H 1.454 3.769 -0.718
H -3.320 -0.576 2.121
H -2.729 -1.914 3.019
H -0.962 -0.117 1.188
H -1.602 -1.608 0.694
H -0.462 -1.492 1.906
```

## Properties
ΔE to the lowest compared entry with this formula, charge and spin: 0.000 eV
SMILES: [NH3+]CCOCCOCCNC(=O)[C@@H](F)c1ccc(OS(=O)(=O)[O-])cc1
DFT total energy: -1680.19980 Eh
Highest occupied orbital energy: -9.1285 eV
Gap between HOMO and LUMO: 9.460 eV

No. 5
DFT (the ωB97M-V functional and the def2-TZVPD basis) results for a cluster of 3 separate species, C4H12O3 in total at a distorted geometry.

Structure (XYZ):
```
19
Properties=species:S:1:pos:R:3
C 0.076 -0.365 -0.298
C -0.366 -0.662 -1.734
C 0.964 -1.051 -2.498
C -1.538 -1.701 -1.862
O 0.176 0.727 0.167
H 0.155 -1.344 0.315
H -0.790 0.342 -1.979
H 0.919 -2.144 -2.572
H 1.271 -0.417 -3.278
H 1.709 -1.086 -1.672
H -2.400 -1.244 -1.221
H -1.835 -1.735 -2.900
H -1.608 -2.673 -1.375
H -1.194 5.401 3.213
H -0.142 4.685 3.960
O -0.292 5.577 3.558
H 0.112 -2.939 1.736
H 1.408 -1.989 1.994
O 1.064 -2.828 1.542
```

## Properties
ΔE to the lowest compared entry with this formula, charge and spin: 1.803 eV
SMILES: CC(C)C=O.O.O
DFT total energy: -385.25548 Eh
Highest occupied orbital energy: -9.4436 eV
Gap between HOMO and LUMO: 10.038 eV

No. 6
DFT (the ωB97M-V functional and the def2-TZVPD basis) results for a structure of composition C3H6Br6O at a distorted geometry.

Structure (XYZ):
```
16
Properties=species:S:1:pos:R:3
C 13.693 6.427 5.418
O 12.602 5.561 5.532
H 13.777 6.804 4.418
H 13.577 7.156 6.240
H 14.693 5.922 5.605
H 11.888 6.063 5.110
C 6.136 6.365 10.617
Br 7.205 6.741 12.104
Br 6.212 7.650 9.241
Br 4.347 6.080 11.094
H 6.351 5.524 10.063
C 11.206 5.633 8.177
Br 9.534 6.357 8.848
Br 10.815 3.869 7.332
Br 12.365 5.219 9.721
H 11.407 6.393 7.484
```

## Properties
ΔE to the lowest compared entry with this formula, charge and spin: 0.531 eV
DFT total energy: -15637.15058 Eh
Highest occupied orbital energy: -10.0378 eV
Gap between HOMO and LUMO: 10.030 eV